Computed, not measured: a molecular structure, C28H80CrCuN4O14P, with ωB97M-V/def2-TZVPD.

```
129
Properties=species:S:1:pos:R:3:forces:R:3:lowdin_spin:R:1
Cr 3.0088 4.8770 20.6159 0.221 1.119 -0.534 3.7291
Cu -1.7260 3.8737 18.6668 0.533 0.294 0.540 0.0001
P 0.9795 4.0399 19.2239 0.499 1.018 0.023 0.0091
O 0.0194 5.2328 19.2131 -0.450 0.075 -0.444 0.0022
O 0.3501 2.8777 18.4457 -0.171 0.062 0.564 -0.0005
O 1.2922 3.7538 20.7435 -0.122 -0.523 -0.702 0.0167
O 2.3923 4.4829 18.7337 -0.244 -0.291 -0.587 0.0385
C -2.2432 1.1745 15.6441 -0.830 0.607 0.168 0.0000
C -1.0903 0.4608 16.2990 0.563 -0.249 0.292 0.0000
O -1.1132 0.6088 17.7174 -0.167 0.192 0.264 0.0000
H -2.2540 2.2370 15.9069 0.580 0.102 -0.305 0.0000
H -3.2325 0.8900 16.0192 0.236 -0.727 0.026 0.0000
H -2.2630 1.0829 14.5584 0.170 0.027 -0.012 0.0000
H -0.1138 0.7750 15.9210 -0.118 0.481 -0.146 0.0000
H -1.0665 -0.6117 16.0890 -0.504 -0.070 0.141 0.0000
H -0.7039 1.4564 17.9852 -0.006 -0.561 -0.320 0.0000
C 0.8215 4.7250 13.9236 0.518 0.270 0.666 0.0000
C 1.2060 3.9735 15.1842 -0.805 -0.352 1.235 0.0001
O -0.0124 3.4959 15.7855 -0.442 -0.587 -0.938 0.0000
H 0.1389 4.1776 13.2773 -0.117 -0.194 0.262 0.0000
H 1.7130 4.9356 13.3328 0.021 0.256 0.029 0.0000
H 0.3624 5.6467 14.2771 -0.153 0.110 -0.533 0.0000
H 1.5800 4.5787 16.0173 0.792 0.620 -0.765 0.0001
H 1.9438 3.1861 14.9926 -0.255 -0.263 -0.029 0.0000
H 0.1496 3.0605 16.6361 0.473 0.304 -0.104 0.0000
C 3.2098 -1.1316 18.2896 0.211 -0.636 -0.958 0.0000
C 2.0784 -0.1639 18.5988 1.429 0.079 0.616 0.0000
O 2.2982 1.0238 17.8573 -0.694 0.196 -0.157 0.0001
H 3.0127 -2.1394 18.6630 0.018 0.171 0.456 0.0000
H 4.2111 -0.8109 18.5829 -0.190 0.185 0.450 0.0000
H 3.3305 -1.3115 17.2144 -0.373 0.326 -0.088 0.0000
H 2.1796 0.1108 19.6536 -0.314 -0.221 0.266 0.0000
H 1.1279 -0.6811 18.4728 -0.307 0.414 -0.388 0.0000
H 1.6388 1.7084 18.1357 0.414 -0.654 -0.282 0.0000
C 0.4346 9.2687 16.5562 -0.869 -0.847 0.054 0.0000
C 0.4632 7.7361 16.5417 1.550 -0.406 0.943 0.0000
O -0.5160 7.2012 17.4061 -0.950 0.522 -0.392 0.0000
H -0.4958 9.5755 16.0745 0.092 0.303 -0.029 0.0000
H 1.2869 9.7472 16.0809 0.068 -0.100 -0.064 0.0000
H 0.3598 9.5432 17.6090 0.165 0.282 -0.049 0.0000
H 1.4362 7.3933 16.9200 0.175 0.212 -0.051 0.0000
H 0.4356 7.2743 15.5533 -0.549 0.301 -0.183 0.0000
H -0.1537 6.6697 18.1299 0.245 -0.302 -0.248 0.0000
C -1.0150 -0.2480 22.2751 -0.513 1.167 0.777 0.0000
C -0.0824 0.7516 21.6097 0.668 -0.124 0.169 0.0001
O 0.0319 1.9748 22.3422 -0.342 -0.022 0.330 0.0002
H -0.6131 -0.5952 23.2292 0.271 -0.133 -0.152 0.0000
H -1.2861 -1.0989 21.6581 0.114 0.058 -0.188 0.0000
H -1.9123 0.3049 22.5747 -0.222 -0.231 -0.278 0.0000
H -0.3855 1.0144 20.5958 -0.025 -0.419 -0.189 0.0000
H 0.9064 0.2815 21.6168 0.130 0.019 -0.534 0.0000
H 0.4848 2.6270 21.7610 -0.147 -0.356 0.042 0.0001
C 4.9308 5.1741 14.8764 -0.866 0.411 0.079 0.0000
C 4.6613 5.0014 16.3624 -0.090 0.450 -0.228 0.0001
O 3.8695 6.0547 16.9510 0.428 -0.570 -0.229 0.0000
H 4.0196 5.0350 14.2917 -0.016 -0.303 0.038 0.0000
H 5.6754 4.4326 14.5920 0.085 0.172 -0.268 0.0000
H 5.2231 6.1982 14.6348 0.490 -0.121 0.166 0.0000
H 5.6556 4.9852 16.8333 -0.227 -0.271 0.350 0.0000
H 4.0911 4.0826 16.5204 0.509 -0.258 0.120 0.0000
H 3.2348 5.5350 17.4797 -0.419 0.365 0.183 0.0002
C 0.9398 9.1092 20.8607 0.677 -0.337 0.402 0.0020
C 2.2595 8.2843 20.8324 -1.286 0.601 -0.666 0.0055
C 3.2998 8.9357 21.6966 0.730 -1.409 1.155 0.0005
O 2.7529 9.0813 23.0078 -0.344 1.014 -0.118 0.0002
C 3.7171 9.5611 23.9056 1.172 -0.013 0.226 0.0000
N 1.9842 6.8904 21.1809 -0.550 -0.136 0.141 0.0469
H 0.2397 8.8201 20.0767 0.315 0.283 -0.394 0.0000
H 1.2448 10.1562 20.8645 -0.596 0.150 -0.324 0.0005
H 0.3896 8.9035 21.7815 0.284 0.142 0.210 0.0002
H 2.6330 8.2851 19.8014 0.028 0.011 0.010 0.0002
H 3.7486 9.8336 21.2628 -0.588 0.460 0.128 0.0000
H 4.1576 8.2649 21.8502 0.057 -0.170 -0.390 0.0002
H 3.3574 9.8468 24.8929 -0.760 -0.378 -0.170 0.0000
H 4.2480 10.4588 23.5649 -0.174 0.018 -0.441 0.0000
H 4.4869 8.7928 24.0436 0.082 -0.039 0.093 0.0000
H 1.1711 6.6119 20.6207 0.077 -0.029 -0.132 0.0027
H 1.6109 6.8522 22.1286 0.298 0.152 0.093 0.0025
C -2.3952 6.7169 21.2608 -0.557 0.240 1.183 0.0001
C -2.3241 5.4100 22.0454 0.426 -0.311 -1.388 0.0000
C -3.6761 5.0241 22.5992 0.093 -0.015 0.279 0.0000
O -3.9310 5.9291 23.6661 -0.763 -0.720 -0.416 0.0000
C -5.0720 5.5186 24.4271 1.336 0.100 -0.095 0.0000
N -1.8427 4.4018 21.0768 -0.313 -0.727 -0.093 0.0002
H -3.1809 6.6200 20.5115 0.251 0.106 -0.292 0.0000
H -1.4310 6.9937 20.8442 -0.014 -0.098 -0.283 0.0001
H -2.7007 7.5032 21.9576 0.008 0.089 -0.172 0.0000
H -1.5888 5.5048 22.8513 -0.211 0.005 0.210 0.0000
H -3.7441 3.9780 22.9265 0.559 -0.008 0.411 0.0000
H -4.4383 5.0288 21.8073 -0.072 0.641 -0.050 0.0000
H -5.9293 5.3301 23.7789 -0.229 0.364 0.149 0.0000
H -5.1689 6.3182 25.1577 -0.677 -0.122 -0.013 0.0000
H -4.8261 4.5853 24.9468 -0.135 -0.019 0.067 0.0000
H -1.0430 4.7915 20.5840 0.175 0.230 0.302 0.0000
H -1.5013 3.5710 21.5591 -0.136 0.009 0.020 0.0000
C 3.1386 2.6287 24.4216 -0.329 -1.202 0.007 0.0013
C 3.6524 3.3087 23.1555 1.095 0.376 0.434 0.0039
C 4.0003 2.3924 21.9531 -0.929 1.348 0.621 0.0053
O 4.4244 3.2944 20.9185 0.994 -0.611 0.199 0.0548
C 5.1438 2.6945 19.8217 -0.288 -1.384 1.492 0.0066
N 2.7674 4.4541 22.8014 -0.287 -1.586 0.184 0.0277
H 2.2435 2.0144 24.2676 -0.367 0.620 -0.443 0.0001
H 2.9116 3.3870 25.1700 0.051 -0.051 0.082 0.0002
H 3.7547 1.8528 24.8895 0.732 0.520 -0.191 0.0002
H 4.6223 3.7803 23.3591 -0.035 -0.113 0.400 0.0002
H 3.0912 1.8727 21.6400 0.229 -0.427 -0.213 0.0002
H 4.8116 1.7528 22.2967 -0.008 -0.322 -0.330 0.0011
H 4.5159 1.8748 19.4658 -0.031 0.366 -0.864 0.0004
H 6.0232 2.1917 20.2414 0.225 0.261 -0.066 0.0012
H 5.4540 3.4427 19.1054 -0.442 0.063 -0.163 0.0008
H 2.3025 4.7281 23.6630 0.444 0.628 0.050 0.0034
H 1.9775 4.0050 22.3272 -0.227 0.084 0.169 0.0029
C 6.8213 7.4103 19.7048 -0.152 -0.803 1.638 0.0001
C 6.1912 6.1077 20.2508 -1.075 -0.443 -1.249 0.0036
C 6.3372 5.9127 21.7541 1.409 0.001 0.157 0.0028
O 6.2730 7.1433 22.4406 -0.651 0.636 -0.076 0.0003
C 7.3167 7.4476 23.3258 0.480 -1.263 0.528 0.0000
N 4.7332 6.0883 19.8589 0.533 1.703 -0.075 0.0171
H 6.3821 8.2028 20.3155 0.157 0.252 -0.252 0.0001
H 6.6095 7.5830 18.6547 0.218 -0.198 -0.104 0.0000
H 7.8797 7.3503 19.9642 0.138 0.385 -0.486 0.0001
H 6.6235 5.2520 19.7250 0.204 -0.057 0.299 0.0001
H 7.3251 5.4551 21.9070 0.078 0.127 0.085 0.0001
H 5.6354 5.2048 22.1925 -0.357 0.077 -0.352 0.0018
H 7.1288 8.3843 23.8404 -0.070 0.212 -0.350 0.0000
H 8.3007 7.4148 22.8454 -0.058 0.459 -0.248 0.0000
H 7.3987 6.6767 24.1062 -0.196 0.027 0.087 0.0000
H 4.6885 6.1783 18.8330 0.007 -0.819 -0.087 0.0021
H 4.5410 7.0865 20.0140 -0.833 -0.332 0.604 0.0030
```
Forces are in eV/Å.

As for the HOMO-LUMO gap (alpha / beta): 6.85 / 9.01 eV. As for the expectation value of S²: 6.009. Its multiplicity is 5. The calculation puts the electronic energy at -5413.5920 a.u. For the energy above the lowest of the compared OMol25 structures with the same formula, charge and spin, the calculation gives 5.0 kcal per mole.



Computed, not measured: 11 unconnected molecules or ions with the total composition C28H81N3O11P, with ωB97M-V/def2-TZVPD.

```
124
Properties=species:S:1:pos:R:3:forces:R:3:lowdin_charge:R:1
C -3.2340 0.5771 -0.8385 0.055 0.171 0.061 -0.0913
C -3.0629 -0.0922 0.5335 0.104 0.048 -0.165 -0.2450
C -2.3486 -1.4320 0.3909 -0.148 -0.021 0.045 -0.2340
N -2.0301 -2.1595 1.6223 0.134 -0.368 -0.056 -0.0204
C -1.5235 -1.4720 2.7662 -0.071 0.219 0.417 -0.4072
N -1.7969 -2.2591 3.9536 -0.192 -0.151 -0.081 -0.0010
C -1.3749 -1.6702 5.2284 0.023 -0.030 0.069 -0.1532
C -0.3686 -0.5022 5.1439 0.000 0.056 0.054 -0.0579
N 0.2908 -0.2740 3.7982 -0.025 0.092 0.032 0.0537
C 0.0009 -1.3038 2.7413 -0.083 -0.226 0.277 -0.3280
P 0.7639 -0.8592 1.1154 0.208 -0.012 0.086 0.9761
C 2.4931 -0.7810 1.7074 0.033 -0.177 0.008 -0.2307
O 0.4614 0.7710 1.1967 -0.447 0.345 0.070 -0.3049
H -4.2785 0.6263 -1.1338 -0.014 -0.097 -0.077 0.0774
H -2.8793 1.6050 -0.8076 -0.045 0.035 -0.041 0.0562
H -2.6706 0.0567 -1.6140 -0.046 -0.082 -0.026 0.0762
H -2.4854 0.5807 1.1771 -0.068 0.023 0.081 0.0727
H -4.0287 -0.2261 1.0227 0.007 0.012 0.090 0.1166
H -2.9604 -2.1046 -0.2094 0.002 -0.034 -0.020 0.1361
H -1.4370 -1.2900 -0.1944 0.051 -0.004 0.002 0.0696
H -2.7407 -2.8301 1.8789 -0.088 0.108 0.011 0.1254
H -1.9626 -0.4580 2.8747 0.016 0.034 -0.193 0.1478
H -2.7847 -2.4796 4.0020 0.000 0.097 0.030 0.1249
H -2.2376 -1.2942 5.7814 -0.052 0.028 -0.004 0.0986
H -0.9347 -2.4565 5.8402 0.079 -0.028 -0.023 0.1174
H 0.4301 -0.6559 5.8632 0.056 -0.028 -0.019 0.1309
H -0.8464 0.4382 5.4015 -0.044 0.029 -0.043 0.1309
H 1.2975 -0.1479 3.9236 -0.112 0.064 0.081 0.1209
H -0.0237 0.6257 3.4238 0.090 0.009 -0.101 0.1554
H 0.4459 -2.2439 3.0758 -0.049 -0.098 -0.040 0.1454
H 2.9739 -1.6965 1.3642 0.202 0.056 0.025 0.0572
H 2.6129 -0.7310 2.7928 0.141 -0.025 -0.091 0.0307
H 2.9902 0.0770 1.2551 0.052 -0.043 -0.125 0.0485
H -0.4314 0.9606 0.8698 0.150 0.128 -0.216 0.0515
C 3.9540 1.0174 -2.1980 0.030 -0.088 0.139 -0.0824
C 2.5950 0.6788 -2.7661 -0.038 -0.048 0.037 -0.3011
O 2.0442 -0.5272 -2.2274 -0.004 0.042 -0.012 -0.0892
H 4.6543 0.2003 -2.3732 0.002 0.009 -0.028 0.0777
H 4.3476 1.9130 -2.6744 0.010 0.016 0.008 0.0686
H 3.8970 1.1916 -1.1170 -0.042 0.043 -0.013 0.0590
H 2.6671 0.5037 -3.8386 -0.005 0.031 -0.007 0.1070
H 1.9018 1.5145 -2.6137 -0.012 -0.022 -0.066 0.0908
H 1.9632 -0.4342 -1.2729 0.049 0.042 -0.089 0.0067
C 1.9194 4.0961 1.0419 0.109 0.071 -0.005 -0.0907
C 1.1497 4.6649 -0.1315 0.017 -0.092 -0.020 -0.2935
O 1.3624 3.8923 -1.3141 -0.077 0.078 -0.146 -0.0929
H 2.9833 4.0427 0.8054 0.003 0.045 -0.006 0.0771
H 1.7907 4.7090 1.9354 -0.014 0.010 -0.002 0.0808
H 1.5789 3.0880 1.2747 -0.056 -0.083 0.059 0.0405
H 1.4897 5.6685 -0.3802 -0.004 0.014 0.013 0.1200
H 0.0802 4.7225 0.0990 0.009 0.020 -0.027 0.1129
H 1.0794 2.9873 -1.1500 -0.011 0.004 0.029 0.0627
C -3.9542 -0.5524 8.8265 0.038 -0.049 -0.061 -0.0884
C -4.7884 -0.0898 7.6493 -0.032 0.027 0.005 -0.3151
O -4.6610 -0.9505 6.5139 0.163 -0.086 0.009 -0.1019
H -2.8998 -0.6162 8.5515 0.002 0.012 0.014 0.0654
H -4.0505 0.1381 9.6643 -0.010 0.010 0.003 0.0794
H -4.2749 -1.5390 9.1676 -0.010 0.009 0.016 0.0771
H -4.4625 0.8911 7.3043 -0.012 0.013 0.011 0.1096
H -5.8401 -0.0064 7.9360 -0.003 0.024 -0.011 0.1129
H -4.9776 -1.8226 6.7724 -0.051 0.013 -0.027 0.0839
C 4.8185 3.1324 3.6376 -0.070 0.006 -0.056 -0.0757
C 3.8218 2.5084 4.5888 -0.038 0.101 0.066 -0.2923
O 2.6839 1.9689 3.8913 -0.046 -0.510 0.017 -0.1109
H 4.3466 3.9212 3.0522 0.011 0.010 0.015 0.0675
H 5.6560 3.5602 4.1882 0.009 -0.007 0.008 0.0835
H 5.2190 2.3868 2.9459 0.023 -0.005 0.016 0.0788
H 3.4107 3.2523 5.2688 0.013 0.004 0.012 0.1154
H 4.2954 1.7271 5.1898 -0.018 -0.003 0.018 0.1113
H 3.0364 1.3345 3.2559 0.035 0.241 -0.140 0.0353
C 1.8727 4.3380 -5.3195 -0.081 -0.038 0.002 -0.0888
C 1.6769 5.6742 -4.6300 0.016 0.037 0.022 -0.3228
O 0.5278 5.6937 -3.7949 -0.002 -0.101 0.032 -0.0874
H 0.9965 4.0862 -5.9184 -0.001 0.003 -0.008 0.0736
H 2.7470 4.3613 -5.9706 0.041 -0.013 -0.009 0.0746
H 2.0224 3.5450 -4.5818 0.032 0.004 -0.009 0.0599
H 1.5217 6.4661 -5.3626 0.026 -0.001 -0.013 0.1110
H 2.5712 5.9286 -4.0498 0.014 0.027 -0.016 0.1089
H 0.6511 5.0096 -3.1256 0.018 -0.018 0.123 0.0422
C -0.6777 -6.4271 1.8863 -0.054 0.022 0.003 -0.0839
C -0.4672 -5.7788 0.5314 -0.029 0.064 0.033 -0.3151
O -1.4117 -4.7437 0.2840 -0.017 -0.074 0.019 -0.1001
H -1.6899 -6.8256 1.9538 0.010 -0.028 0.015 0.0613
H 0.0299 -7.2403 2.0518 0.008 -0.004 -0.011 0.0790
H -0.5510 -5.6970 2.6913 0.031 0.003 -0.009 0.0646
H -0.6041 -6.5054 -0.2687 0.013 -0.013 0.001 0.0997
H 0.5525 -5.3848 0.4462 0.015 -0.039 -0.019 0.1068
H -1.3174 -4.0725 0.9717 0.062 0.104 -0.097 0.0294
C -3.4072 -8.1488 -0.3087 0.019 -0.050 0.066 -0.0932
C -2.6458 -8.9036 -1.3816 -0.034 -0.029 -0.037 -0.3270
O -2.7183 -10.3131 -1.2172 -0.007 0.017 0.045 -0.0763
H -3.0349 -8.4214 0.6798 0.012 0.005 -0.005 0.0670
H -3.3008 -7.0701 -0.4406 -0.005 0.006 0.001 0.0680
H -4.4710 -8.3954 -0.3405 -0.007 0.035 -0.040 0.0738
H -1.5825 -8.6664 -1.3366 0.000 0.025 -0.014 0.1026
H -3.0059 -8.6167 -2.3756 0.025 0.021 -0.005 0.1111
H -3.6410 -10.5800 -1.2747 0.007 -0.013 -0.011 0.0812
C -6.5186 3.4386 1.6929 0.011 -0.039 -0.064 -0.0870
C -5.0126 3.4341 1.8587 -0.011 0.023 -0.008 -0.3212
O -4.3271 3.2132 0.6278 0.019 0.016 0.068 -0.0967
H -6.8578 2.4984 1.2575 -0.007 -0.001 0.010 0.0759
H -7.0148 3.5773 2.6539 0.005 0.008 0.011 0.0767
H -6.8326 4.2502 1.0334 -0.006 0.012 0.018 0.0767
H -4.7022 2.6162 2.5109 -0.005 0.007 0.018 0.1032
H -4.6765 4.3705 2.3161 0.014 -0.012 0.018 0.1090
H -4.5663 3.9223 0.0215 0.009 -0.022 -0.021 0.0891
C 5.0716 -0.6059 -6.0906 -0.001 0.005 0.067 -0.0798
C 4.7599 0.8698 -6.2354 0.093 -0.011 -0.006 -0.3153
O 5.2113 1.6310 -5.1133 -0.079 -0.043 -0.040 -0.0958
H 4.6121 -1.0061 -5.1851 -0.015 -0.010 -0.014 0.0684
H 4.6982 -1.1636 -6.9498 0.000 0.008 -0.016 0.0763
H 6.1497 -0.7691 -6.0214 0.003 -0.009 -0.034 0.0753
H 3.6825 1.0247 -6.2912 0.001 0.059 0.014 0.0949
H 5.2003 1.2655 -7.1555 -0.056 -0.012 -0.035 0.1112
H 6.1663 1.5278 -5.0551 0.008 0.024 0.005 0.0839
C 1.6053 2.1322 -8.9160 0.007 -0.030 0.053 -0.0920
C 2.6266 1.6375 -9.9217 -0.086 -0.051 0.012 -0.3223
O 2.9361 0.2599 -9.7269 0.006 0.061 0.031 -0.0878
H 1.9736 1.9774 -7.9017 0.001 0.040 0.028 0.0538
H 1.3916 3.1934 -9.0523 0.019 0.000 -0.018 0.0761
H 0.6655 1.5840 -9.0179 -0.011 0.022 -0.028 0.0747
H 3.5688 2.1727 -9.8095 0.015 -0.009 -0.006 0.1093
H 2.2688 1.8031 -10.9430 0.031 0.029 -0.010 0.1089
H 2.1204 -0.2388 -9.8360 0.036 -0.054 -0.008 0.0789
```
Forces are in eV/Å.

As for the HOMO-LUMO gap: 8.62 eV. The calculation puts the electronic energy at -2448.3482 a.u. For the energy above the lowest of the compared OMol25 structures with the same formula, charge and spin, the calculation gives 0.0 kcal per mole. Its net charge is +1.



> Which of these has the highest energy above the lowest of the compared OMol25 structures with the same formula, charge and spin?

C28H80CrCuN4O14P



> Which of these has the highest electronic energy?

C28H81N3O11P